w) Formula: C26H44AsFN4NaO10SSbTe
Source: the OMol25 dataset
Level of theory: ωB97M-V/def2-TZVPD

HOMO energy: -1.368 eV
orbital gap: 4.954 eV
M: 970.99 g/mol

Structure (ORCA input):
```
! wB97M-V def2-TZVPD RIJCOSX def2/J DEFGRID3
* xyz -2 1
Na 0.55649 0.30515 -0.41588
C -3.30124 2.94239 -0.26125
N -3.74240 1.56341 -0.35791
C -5.12576 1.31567 -0.02029
C -2.85791 0.63897 -0.83761
O -1.79971 0.98731 -1.31916
C -3.28432 -0.83200 -0.69784
O -2.21741 -1.69097 -0.45668
C -1.83546 -2.62817 -1.43330
C -0.42496 -2.32043 -1.92986
O -0.02694 -1.18180 -1.83112
N 0.09728 -3.17832 -2.85701
C -0.17716 -4.60407 -2.71755
C 1.48736 -2.90192 -3.21232
H -3.73478 3.38480 0.63952
H -3.60823 3.53651 -1.12638
H -2.21533 2.95763 -0.18561
H -5.29184 1.35694 1.06162
H -5.46459 0.35154 -0.38751
H -5.75179 2.07949 -0.48984
H -3.84759 -1.11571 -1.59834
H -3.96257 -0.91556 0.15536
H -2.48995 -2.58231 -2.31512
H -1.89593 -3.61675 -0.98177
H -1.24464 -4.79415 -2.62469
H 0.33371 -5.02645 -1.84682
H 0.17296 -5.10814 -3.61995
H 1.64151 -1.82923 -3.28604
H 1.70388 -3.37276 -4.17259
H 2.15821 -3.29992 -2.44426
Te 0.89443 -3.57502 0.80742
C 0.30972 -5.61370 0.77800
C 1.06548 -6.75116 0.64342
C 0.31682 -7.96488 0.67616
C -1.02018 -7.76073 0.83393
S -1.34965 -6.07381 0.94792
H 2.13881 -6.70583 0.51736
H 0.75929 -8.94978 0.58556
H -1.80415 -8.49987 0.89265
C 3.75093 0.55408 0.78931
C 2.72603 0.13149 1.84511
O 3.00469 0.32292 3.04901
O 1.64877 -0.34718 1.39345
H 4.68530 0.87246 1.25170
H 3.34673 1.36386 0.17433
H 3.93581 -0.26909 0.09743
C 0.64075 5.13294 0.38399
As 0.58676 3.50015 1.40272
C 2.26563 3.37302 2.32176
C -0.73454 3.72667 2.79792
O 0.18583 2.26969 0.39936
H 1.09844 5.94871 0.94368
H -0.37194 5.40277 0.08459
H 1.21999 4.89268 -0.51188
H 2.28399 4.13442 3.10360
H 3.06834 3.55201 1.60751
H 2.39024 2.37423 2.75136
H -0.67765 4.72704 3.22725
H -0.55475 2.97995 3.57115
H -1.71793 3.55737 2.36233
C -3.05611 0.54353 3.76031
Sb -1.42663 -0.39812 2.61717
C -2.36113 -2.31438 2.94682
C -0.10208 -0.44269 4.30406
H -3.15118 0.06913 4.73975
H -3.99690 0.41148 3.21785
H -2.88711 1.61380 3.90086
H -2.42854 -2.51773 4.01745
H -1.77757 -3.08827 2.45246
H -3.36763 -2.28891 2.51995
H -0.40857 -1.22514 5.00011
H -0.14355 0.52346 4.81394
H 0.91332 -0.60504 3.94439
F -2.01145 5.30560 -1.85187
C -1.48737 4.67648 -2.93490
C -0.80970 3.52580 -2.79224
N -0.29523 2.84483 -3.86343
C 0.62675 1.74159 -3.56143
C 1.82962 2.22502 -2.69965
O 1.71311 3.36986 -2.20012
O 2.73723 1.39052 -2.57014
C -0.38053 3.35332 -5.13380
O 0.09212 2.83080 -6.12786
N -1.09258 4.54007 -5.22894
C -1.67756 5.29320 -4.21415
O -2.27105 6.33163 -4.46519
H -0.68448 3.04904 -1.82875
H 0.96593 1.29618 -4.48943
H 0.06859 0.99379 -2.99682
H -1.16994 4.91241 -6.16233
*
```

How positive or negative is each atom? The Löwdin charges in e answer that: atom 1 (Na): 0.21, atom 2 (C): -0.04, atom 3 (N): -0.14, atom 4 (C): -0.06, atom 5 (C): -0.40, atom 6 (O): 0.07, atom 7 (C): -0.14, atom 8 (O): -0.16, atom 9 (C): -0.14, atom 10 (C): -0.52, atom 11 (O): 0.00, atom 12 (N): -0.15, atom 13 (C): -0.07, atom 14 (C): -0.05, atom 15 (H): 0.09, atom 16 (H): 0.09, atom 17 (H): 0.06, atom 18 (H): 0.08, atom 19 (H): 0.08, atom 20 (H): 0.09, atom 21 (H): 0.14, atom 22 (H): 0.11, atom 23 (H): 0.14, atom 24 (H): 0.09, atom 25 (H): 0.08, atom 26 (H): 0.05, atom 27 (H): 0.08, atom 28 (H): 0.09, atom 29 (H): 0.08, atom 30 (H): 0.08, atom 31 (Te): 0.77, atom 32 (C): -1.07, atom 33 (C): -0.30, atom 34 (C): -0.25, atom 35 (C): -0.48, atom 36 (S): 0.85, atom 37 (H): 0.08, atom 38 (H): 0.08, atom 39 (H): 0.04, atom 40 (C): -0.02, atom 41 (C): -0.75, atom 42 (O): -0.08, atom 43 (O): -0.20, atom 44 (H): 0.06, atom 45 (H): 0.06, atom 46 (H): 0.08, atom 47 (C): -0.20, atom 48 (As): 1.00, atom 49 (C): -0.19, atom 50 (C): -0.20, atom 51 (O): -0.50, atom 52 (H): 0.03, atom 53 (H): 0.02, atom 54 (H): 0.02, atom 55 (H): 0.03, atom 56 (H): 0.05, atom 57 (H): 0.02, atom 58 (H): 0.03, atom 59 (H): 0.03, atom 60 (H): 0.02, atom 61 (C): -0.36, atom 62 (Sb): 1.33, atom 63 (C): -0.35, atom 64 (C): -0.32, atom 65 (H): -0.01, atom 66 (H): -0.03, atom 67 (H): -0.03, atom 68 (H): -0.01, atom 69 (H): -0.07, atom 70 (H): -0.01, atom 71 (H): -0.01, atom 72 (H): -0.01, atom 73 (H): -0.02, atom 74 (F): 0.04, atom 75 (C): -0.18, atom 76 (C): 0.04, atom 77 (N): 0.03, atom 78 (C): -0.02, atom 79 (C): -0.68, atom 80 (O): -0.05, atom 81 (O): -0.02, atom 82 (C): -0.47, atom 83 (O): 0.06, atom 84 (N): 0.20, atom 85 (C): -0.42, atom 86 (O): 0.04, atom 87 (H): 0.11, atom 88 (H): 0.12, atom 89 (H): 0.10, atom 90 (H): 0.15

***

x) Formula: C26H44AsFN4NaO10SSbTe
Source: the OMol25 dataset
Level of theory: ωB97M-V/def2-TZVPD

HOMO energy: -1.860 eV
orbital gap: 5.295 eV
M: 970.99 g/mol

Structure (ORCA input):
```
! wB97M-V def2-TZVPD RIJCOSX def2/J DEFGRID3
* xyz -2 1
Na 0.64910 -0.78229 1.14739
C 3.64796 0.80937 -0.14746
N 3.93452 -0.44446 -0.83211
C 4.07055 -1.62528 0.00626
C 3.71593 -0.61105 -2.15435
O 3.81431 -1.68856 -2.73313
C 3.40573 0.64407 -2.97438
O 2.19299 1.29444 -2.66735
C 1.03359 0.67447 -3.16529
C 0.38650 -0.25514 -2.14315
O 0.95091 -0.52303 -1.08527
N -0.81755 -0.75564 -2.47276
C -1.55686 -0.27563 -3.63412
C -1.52878 -1.57351 -1.50106
H 4.00216 0.72942 0.87775
H 2.57999 1.01803 -0.11360
H 4.15695 1.64479 -0.63098
H 3.13949 -1.86825 0.52403
H 4.84521 -1.44656 0.75478
H 4.35136 -2.46677 -0.61940
H 3.42095 0.32672 -4.02075
H 4.19271 1.38679 -2.82391
H 1.25355 0.10670 -4.07817
H 0.33321 1.46820 -3.44026
H -0.94149 -0.29426 -4.53329
H -1.92712 0.74415 -3.50556
H -2.40334 -0.94042 -3.79494
H -0.83137 -2.11597 -0.86735
H -2.14866 -2.29407 -2.03427
H -2.17219 -0.95944 -0.86416
Te -1.46705 3.76587 -4.64519
C -2.24634 3.92831 -6.59231
C -2.43244 5.04338 -7.36864
C -2.99162 4.77379 -8.64997
C -3.23347 3.44884 -8.85344
S -2.76771 2.53913 -7.47073
H -2.17118 6.03212 -7.01800
H -3.20529 5.53704 -9.38796
H -3.65023 2.97484 -9.72832
C -3.06422 -1.52270 2.06822
C -1.92980 -1.19281 3.03091
O -1.94350 -1.72858 4.16471
O -1.03480 -0.41117 2.60315
H -3.93535 -1.90241 2.60065
H -2.69462 -2.29525 1.38934
H -3.32895 -0.64598 1.47694
C 1.07782 -0.83581 4.78843
As 1.11318 0.87569 3.91905
C -0.52940 1.84368 4.21898
C 2.39493 1.89980 4.96158
O 1.67337 0.87198 2.36220
H 1.54955 -0.75178 5.76857
H 1.62890 -1.52344 4.14400
H 0.04224 -1.17263 4.85674
H -0.31181 2.80713 4.68046
H -1.17934 1.24105 4.85106
H -1.00710 1.96940 3.25214
H 2.06797 1.98705 5.99885
H 2.48601 2.89045 4.51719
H 3.36075 1.39785 4.92069
C 1.42477 4.38278 -1.78588
Sb -0.07821 3.35649 -0.64582
C -1.46760 5.00168 -0.68607
C 0.75418 3.92791 1.25942
H 1.53337 5.40111 -1.40888
H 1.13291 4.40735 -2.83607
H 2.36710 3.84404 -1.69517
H -0.95672 5.92226 -0.39881
H -2.28551 4.80932 0.00940
H -1.87403 5.10624 -1.69223
H 1.19282 4.92441 1.18056
H 1.49807 3.19433 1.56896
H -0.04272 3.94431 2.00482
F -4.47993 -4.93242 3.31839
C -3.25481 -5.45426 3.11694
C -2.15063 -4.72277 3.32135
N -0.89277 -5.24424 3.14963
C 0.26172 -4.35693 3.26855
C 0.43747 -3.40546 2.06704
O -0.45683 -3.37637 1.20463
O 1.47917 -2.70612 2.12734
C -0.70185 -6.52664 2.70184
O 0.38486 -7.04036 2.51149
N -1.87321 -7.24255 2.50529
C -3.18874 -6.82639 2.67204
O -4.12134 -7.58051 2.45814
H -2.19878 -3.68557 3.65543
H 1.15104 -4.96833 3.38343
H 0.12805 -3.73873 4.15674
H -1.74265 -8.18626 2.17509
*
```

How positive or negative is each atom? The Löwdin charges in e answer that: atom 1 (Na): 0.27, atom 2 (C): -0.04, atom 3 (N): -0.13, atom 4 (C): -0.02, atom 5 (C): -0.45, atom 6 (O): 0.03, atom 7 (C): -0.12, atom 8 (O): -0.15, atom 9 (C): -0.13, atom 10 (C): -0.41, atom 11 (O): 0.03, atom 12 (N): -0.12, atom 13 (C): -0.05, atom 14 (C): -0.02, atom 15 (H): 0.08, atom 16 (H): 0.06, atom 17 (H): 0.08, atom 18 (H): 0.08, atom 19 (H): 0.09, atom 20 (H): 0.08, atom 21 (H): 0.13, atom 22 (H): 0.13, atom 23 (H): 0.14, atom 24 (H): 0.05, atom 25 (H): 0.09, atom 26 (H): 0.04, atom 27 (H): 0.08, atom 28 (H): 0.07, atom 29 (H): 0.09, atom 30 (H): 0.09, atom 31 (Te): 0.48, atom 32 (C): -1.14, atom 33 (C): -0.30, atom 34 (C): -0.25, atom 35 (C): -0.48, atom 36 (S): 0.84, atom 37 (H): 0.08, atom 38 (H): 0.08, atom 39 (H): 0.04, atom 40 (C): -0.01, atom 41 (C): -0.70, atom 42 (O): -0.07, atom 43 (O): -0.12, atom 44 (H): 0.07, atom 45 (H): 0.06, atom 46 (H): 0.07, atom 47 (C): -0.19, atom 48 (As): 1.00, atom 49 (C): -0.20, atom 50 (C): -0.23, atom 51 (O): -0.51, atom 52 (H): 0.03, atom 53 (H): 0.03, atom 54 (H): 0.01, atom 55 (H): 0.03, atom 56 (H): 0.04, atom 57 (H): 0.03, atom 58 (H): 0.03, atom 59 (H): 0.02, atom 60 (H): 0.03, atom 61 (C): -0.35, atom 62 (Sb): 1.26, atom 63 (C): -0.37, atom 64 (C): -0.35, atom 65 (H): 0.00, atom 66 (H): -0.05, atom 67 (H): -0.02, atom 68 (H): -0.01, atom 69 (H): -0.01, atom 70 (H): -0.06, atom 71 (H): 0.00, atom 72 (H): -0.03, atom 73 (H): -0.02, atom 74 (F): 0.07, atom 75 (C): -0.18, atom 76 (C): 0.06, atom 77 (N): 0.02, atom 78 (C): -0.03, atom 79 (C): -0.65, atom 80 (O): 0.01, atom 81 (O): -0.06, atom 82 (C): -0.47, atom 83 (O): 0.06, atom 84 (N): 0.21, atom 85 (C): -0.42, atom 86 (O): 0.06, atom 87 (H): 0.12, atom 88 (H): 0.12, atom 89 (H): 0.12, atom 90 (H): 0.16

***

Most stable structure - x); separation to the second - 44.4 kcal/mol.